No. 1
One molecule with the formula C8H12ClNOSi in a non-equilibrium geometry, computed with the ωB97M-V functional and the def2-TZVPD basis.

Energy relative to the best compared isomer or geometry (same formula, charge and spin) in kcal per mole: 136.4
Multiplicity: 1
LUMO (spin up / spin down) in hartree: -0.0228 / -0.0228
Charge: 0
Kohn-Sham gap (spin up / spin down) in eV: 6.96 / 6.96

Geometry as XYZ:
```
24
Properties=species:S:1:pos:R:3:lowdin_charge:R:1
Si -1.1382 0.1011 0.1604 0.59
C 2.5493 -2.5409 0.0691 0.00
C 1.2090 -2.1004 -0.0051 -0.33
H -2.4624 1.2516 -1.7871 0.03
H 0.5532 1.3294 1.3338 -0.04
Cl 3.1591 2.1619 -0.0516 0.50
H 4.6349 -2.0157 0.3387 0.10
C -0.4803 1.1967 1.6146 -0.18
C -1.4849 1.2323 -1.2876 -0.19
H 4.6026 0.1323 -0.4886 0.17
C 2.7124 0.4293 0.1797 -0.47
H -0.8005 2.3145 1.5866 0.06
H -2.7222 -1.9037 0.0582 0.02
C -2.7223 -0.9514 0.5613 -0.17
C 0.2320 -1.2167 -0.0334 -0.05
H -2.8868 -1.0917 1.6202 0.02
H -0.5956 0.6997 2.5657 0.02
H -3.6152 -0.4075 0.2174 0.02
C 3.6731 -1.7390 -0.0328 -0.09
H -0.7279 1.1931 -2.0527 0.01
H -1.2053 2.3049 -0.9161 0.06
N 3.7194 -0.3327 -0.0247 -0.13
H 2.6033 -3.6440 0.2692 0.14
O 0.0361 -2.7230 -0.4120 -0.07
```

No. 2
An isolated ion of composition C8H12F2N and charge +1 in a non-equilibrium geometry, computed with the ωB97M-V functional and the def2-TZVPD basis.

Energy relative to the best compared isomer or geometry (same formula, charge and spin) in kcal per mole: 0.0
SMILES: CCC1=C(F)C(F)=CC[N@H+]1C
Multiplicity: 1
LUMO in hartree: -0.1562
Charge: +1
Kohn-Sham gap in eV: 8.78

Geometry as XYZ:
```
23
Properties=species:S:1:pos:R:3:lowdin_charge:R:1
C -2.4330 0.4547 -0.1450 -0.24
H 0.7960 2.2175 1.3303 0.10
C -1.6635 -0.7913 0.0288 -0.06
H 2.8366 -1.1044 -0.0482 0.11
C 0.4332 1.2307 1.4414 0.04
N 0.3603 0.6782 0.0827 -0.10
H -0.2146 1.2934 -1.8747 0.15
F -2.2860 -1.9747 -0.0317 0.13
H 0.1944 -2.7111 -0.1849 0.11
H 0.0072 2.5752 -0.7066 0.13
C 2.0519 -1.7131 -0.6595 -0.08
H -0.4974 1.1588 1.9863 0.12
H 0.9984 -1.9869 1.2968 0.16
H 1.8250 -1.3271 -1.6738 0.09
C -1.7761 1.5361 -0.5959 0.02
H 1.3019 0.8144 1.9538 0.12
H 2.5350 -2.6915 -0.7597 0.08
C -0.1687 -0.7374 0.0419 -0.09
H 1.2837 0.4697 -0.3767 0.17
F -3.7226 0.4047 0.0398 0.16
C 0.7511 -1.8758 0.1700 -0.19
C -0.3332 1.5953 -0.8507 -0.09
H -2.2796 2.4848 -0.4642 0.14
```

No. 3
An isolated ion of composition C8H12FINO and charge +1 in a non-equilibrium geometry, computed with the ωB97M-V functional and the def2-TZVPD basis.

Energy relative to the best compared isomer or geometry (same formula, charge and spin) in kcal per mole: 0.0
SMILES: Cc1ccc([C@H]([NH3+])[C@@](C)(F)I)o1
Multiplicity: 1
LUMO in hartree: -0.1277
Charge: +1
Kohn-Sham gap in eV: 9.00

Geometry as XYZ:
```
24
Properties=species:S:1:pos:R:3:lowdin_charge:R:1
H 3.3779 1.0679 0.7800 0.08
H 0.4877 -3.2095 0.4203 0.09
C 1.9334 -0.5085 0.6873 -0.78
C -0.2284 -0.2222 -0.7152 -0.30
C -3.1883 1.4007 0.5716 -0.01
H 3.5282 0.2146 -0.6134 0.11
H -0.8386 -2.2961 0.3305 0.21
C 2.7654 0.5400 0.1170 -0.10
H 0.4827 0.7209 -2.4919 0.15
H -3.1452 1.8477 1.6589 0.13
N 0.2198 -2.3087 0.5275 0.21
C -1.9674 1.0098 -0.1946 -0.31
O -1.1943 -0.0096 0.1940 0.06
H 0.2679 -1.9088 1.4088 0.08
C -1.4773 1.4690 -1.3657 0.02
H -3.6039 2.3135 0.1524 0.07
H 2.2989 1.3616 -0.3390 0.08
H -4.0013 0.5956 0.5744 0.11
H 1.3728 -1.6572 -1.1233 0.16
C -0.2869 0.6994 -1.6902 0.04
I 3.1744 -2.1624 1.4868 0.96
C 0.8283 -1.1643 -0.3081 -0.16
F 1.2156 -0.0286 1.7693 -0.03
H -2.0212 2.2352 -1.8373 0.11
```

No. 4
A 2-piece molecular cluster, C8H12FN3O overall in a non-equilibrium geometry, computed with the ωB97M-V functional and the def2-TZVPD basis.

Energy relative to the best compared isomer or geometry (same formula, charge and spin) in kcal per mole: 127.9
Multiplicity: 1
LUMO (spin up / spin down) in hartree: 0.0220 / 0.0219
Charge: 0
Kohn-Sham gap (spin up / spin down) in eV: 8.64 / 8.64

Geometry as XYZ:
```
25
Properties=species:S:1:pos:R:3:lowdin_charge:R:1
O 1.6180 0.1205 -2.1128 -0.03
H 4.2105 -1.2921 1.1189 0.11
C -0.4625 0.1417 0.0724 -0.24
H 2.6701 -0.4196 1.3049 0.00
H -4.1256 -0.0324 0.1694 0.09
C -2.4867 -0.7283 -0.8802 -0.12
N 1.6176 0.2094 -0.8726 -0.19
H 3.9280 0.6352 1.7727 0.14
C -2.6042 1.2745 0.6745 -0.16
C 3.7608 0.2677 -0.2630 -0.15
C -1.0896 -1.0328 -0.4698 -0.38
C -1.0687 1.2139 0.5855 0.00
H -2.4738 0.0928 -1.6314 0.15
C 3.6613 -0.3085 1.1012 -0.05
H -0.7330 -2.7998 -1.3003 0.09
C -3.1204 -0.1510 0.3653 -0.19
N 0.9718 0.1914 0.1348 0.08
H -3.0525 1.4669 1.6589 0.11
H 4.2082 -0.2197 -1.0752 0.10
F 4.1668 1.5367 -0.4434 0.02
N -0.3465 -2.0325 -0.6753 0.17
H -0.3796 2.1192 0.8860 0.15
H -2.9477 -0.7698 1.1572 0.09
H -2.9793 -1.5690 -1.3029 0.11
H -2.9433 2.0855 0.0253 0.11
```

No. 5
C8H12In as an isolated structure, computed with the ωB97M-V functional and the def2-TZVPD basis.

Energy relative to the best compared isomer or geometry (same formula, charge and spin) in kcal per mole: 0.0
Multiplicity: 1
LUMO in hartree: 0.1273
Charge: -1
Kohn-Sham gap in eV: 7.38

Geometry as XYZ:
```
21
Properties=species:S:1:pos:R:3:lowdin_charge:R:1
C -1.3298 -0.0690 1.6670 -0.07
C 1.3240 0.7351 -0.9194 -0.28
H 1.0695 1.7784 -1.0739 0.02
H 2.0684 -0.9612 -3.7127 -0.17
H -0.1734 -1.9270 -2.1045 -0.14
H -2.3986 1.8044 0.1916 0.07
C -0.7057 0.5364 0.5757 -0.26
C 0.6391 -1.3558 2.1528 -0.12
H -2.3513 0.2123 1.8861 0.09
H -0.9190 2.3425 -0.6008 0.07
C 1.2778 -0.7643 1.0726 -0.07
In 0.6649 -0.4750 -2.7331 0.20
H -1.7645 0.9512 -1.2115 0.06
C -1.4848 1.4693 -0.2936 -0.07
C -0.6711 -1.0126 2.4473 -0.13
H -1.1891 -1.4623 3.2838 0.08
C 0.6247 0.1868 0.2729 -0.32
H 2.2879 -1.0223 0.7978 0.10
H -0.5182 0.4722 -3.6762 -0.16
H 1.1521 -2.0853 2.7626 0.09
H 2.3971 0.6463 -0.7846 0.02
```

No. 6
One molecule with the formula C8H12N2 in a non-equilibrium geometry, computed with the ωB97M-V functional and the def2-TZVPD basis.

Energy relative to the best compared isomer or geometry (same formula, charge and spin) in kcal per mole: 49.4
SMILES: C=CC(C)(C)n1ccnc1
Multiplicity: 1
LUMO in hartree: 0.0273
Charge: 0
Kohn-Sham gap in eV: 9.30

Geometry as XYZ:
```
22
Properties=species:S:1:pos:R:3:lowdin_charge:R:1
C 0.3640 1.2690 -1.2544 -0.03
N 0.0052 0.7109 3.1843 0.05
C 1.2701 0.2536 2.9012 -0.14
H 1.1868 -1.1880 -2.7995 0.04
C 1.3311 -0.0174 1.5458 -0.09
H 0.9217 -2.7888 -1.9463 0.05
H 0.5289 0.9859 -2.3685 0.11
C 0.1397 -1.2789 -0.9343 -0.15
H 2.1231 -0.3711 0.9672 0.09
N 0.1198 0.2989 0.9479 -0.03
H -2.1691 -0.4308 -1.5998 0.11
H 1.8991 -0.0758 3.6747 0.08
H -0.2895 -2.0167 -0.2031 0.13
C -0.6279 0.7499 2.0227 -0.17
H 1.2990 1.6036 -0.8592 0.07
H -2.2889 -0.4213 0.1966 0.08
H -1.6253 0.9803 1.7229 0.10
C -1.8511 0.1532 -0.6495 -0.04
H -0.4410 2.0518 -1.2098 0.09
C 0.6898 -1.7494 -2.0590 0.04
C -0.2545 0.1072 -0.5219 -0.49
H -2.3312 1.1741 -0.7582 0.09
```

No. 7
A 2-piece molecular cluster, C8H12N2O overall in a non-equilibrium geometry, computed with the ωB97M-V functional and the def2-TZVPD basis.

Energy relative to the best compared isomer or geometry (same formula, charge and spin) in kcal per mole: 85.9
Multiplicity: 1
LUMO in hartree: 0.0354
Charge: 0
Kohn-Sham gap in eV: 10.04

Geometry as XYZ:
```
23
Properties=species:S:1:pos:R:3:lowdin_charge:R:1
H -2.1998 0.1030 0.9816 0.12
H 0.7904 1.0093 2.2489 0.09
C -1.4480 1.7719 -1.6734 -0.14
H 0.3860 -0.3856 3.2750 0.05
H -3.0603 2.3755 -0.3066 0.11
C 0.2437 -0.0043 2.2999 -0.04
H 2.1058 1.1630 0.5853 0.08
C 1.3298 -1.9755 -3.0367 -0.02
C -2.2806 1.6143 -0.5516 -0.11
O 0.7341 -1.8158 -3.9556 0.07
H -0.9538 -1.7873 0.5764 0.10
N -0.4726 0.7797 -1.6813 0.08
C -1.8319 0.5369 0.0693 -0.20
H -1.3846 2.5206 -2.4920 0.11
H 0.2952 -1.6294 -1.1612 0.10
H 3.0561 -0.3060 0.8908 0.08
C -0.2106 -1.3270 -0.0422 -0.04
H 2.1419 -0.3815 -0.6582 0.07
H -0.7234 0.3000 2.1728 -0.01
C 2.0741 0.0435 0.4323 -0.10
C 0.9253 -0.8549 1.0457 -0.31
H 1.2527 -1.7733 1.4988 0.09
N -0.7695 0.0228 -0.5179 -0.16
```

No. 8
A 2-piece molecular cluster, C8H12N2O2 overall in a non-equilibrium geometry, computed with the ωB97M-V functional and the def2-TZVPD basis.

Energy relative to the best compared isomer or geometry (same formula, charge and spin) in kcal per mole: 112.1
SMILES: C1=CCON=C1.N#CCCCO
Multiplicity: 1
LUMO in hartree: 0.0242
Charge: 0
Kohn-Sham gap in eV: 8.99

Geometry as XYZ:
```
24
Properties=species:S:1:pos:R:3:lowdin_charge:R:1
H 3.5396 0.5865 1.3036 0.13
C 3.2973 -0.5241 -0.5423 -0.20
C -2.0720 0.4909 0.2252 -0.21
H -1.2212 0.9522 -0.2853 0.11
O -2.3773 -0.7966 -0.4190 -0.18
C 2.6008 -1.7170 0.1059 -0.17
H 4.3690 -0.7683 -0.6978 0.13
H 2.6954 -2.6195 -0.5082 0.12
C -3.2118 1.4148 0.1931 -0.07
C 3.1474 0.7438 0.2793 -0.27
C 1.1591 -1.4414 0.2955 -0.16
C -4.6074 -0.4202 -0.2753 -0.17
N 0.0489 -1.1567 0.4480 0.20
H 4.6535 1.4817 -0.6771 0.08
O 3.8233 1.8367 -0.3430 -0.07
H -1.7618 0.2601 1.2664 0.11
H 2.8607 -0.3726 -1.5363 0.13
H -5.6035 -0.8321 -0.3518 0.10
H -3.0179 2.4448 0.4292 0.10
C -4.4606 0.9860 -0.0496 -0.08
H 3.0276 -1.9225 1.0887 0.12
N -3.6558 -1.2917 -0.2774 0.05
H 2.0956 1.0315 0.3691 0.12
H -5.3290 1.6335 -0.0409 0.10
```